1.
The following is a DFT calculation (ωB97M-V/def2-TZVPD) of a structure of composition C2H5NOS.

Output
orbital gap = 0.340 hartree
total charge = 0
LUMO = 0.020 eV
max |F| = 7.1 eV/Å
multiplicity = 1
E_HOMO = -9.2 eV
electronic energy = -607.19423 Ha

Last column: natural (NBO) charge in e.
Positions of all 10 atoms, in Å:
C 0.736 1.121 -0.002  -0.77
C 0.800 -0.409 -0.019  0.62
H -0.476 1.037 -0.543  0.22
H 1.565 1.632 -1.110  0.26
H 0.820 1.334 1.251  0.28
H -0.422 -2.065 -0.541  0.41
H -2.460 -0.210 1.092  0.14
N -0.456 -0.993 0.290  -0.80
O 1.789 -1.146 -0.179  -0.58
S -1.897 -0.301 -0.238  0.22


2.
The following is a DFT calculation (ωB97M-V/def2-TZVPD) of the molecule C2H5NOS.

Output
orbital gap = 0.348 hartree
total charge = 0
LUMO = 0.261 eV
max |F| = 4.7 eV/Å
multiplicity = 1
E_HOMO = -9.2 eV
electronic energy = -607.32036 Ha

Last column: natural (NBO) charge in e.
Positions of all 10 atoms, in Å:
N 1.077 0.241 1.703  -0.84
C 1.384 -0.136 0.294  -0.32
C -0.026 -0.110 -0.471  0.18
O 0.220 -0.259 -1.751  -0.66
S -1.458 0.133 0.115  0.00
H 0.599 -0.494 2.232  0.37
H 0.170 0.919 1.420  0.36
H 1.828 -1.208 -0.011  0.22
H 2.078 0.591 -0.257  0.20
H 1.203 -0.079 -2.068  0.49


3.
The following is a DFT calculation (ωB97M-V/def2-TZVPD) of the molecule C2H5NOS.

Output
orbital gap = 0.318 hartree
total charge = 0
LUMO = 0.254 eV
max |F| = 4.6 eV/Å
multiplicity = 1
E_HOMO = -8.4 eV
electronic energy = -607.26385 Ha

Last column: natural (NBO) charge in e.
Positions of all 10 atoms, in Å:
C -0.352 1.143 -0.064  -0.50
N -0.168 -0.313 -0.082  -0.10
O -1.252 -1.052 -0.267  -0.54
C 1.018 -0.869 0.065  -0.07
S 2.538 -0.241 -0.128  -0.18
H 0.808 1.306 -0.291  0.26
H -0.998 1.617 -0.966  0.24
H -0.608 1.478 1.098  0.21
H -1.899 -1.169 0.557  0.47
H 0.912 -1.901 0.077  0.20


4.
The following is a DFT calculation (ωB97M-V/def2-TZVPD) of the molecule C2H5NOS.

Output
orbital gap = 0.377 hartree
total charge = 0
LUMO = 0.537 eV
max |F| = 4.3 eV/Å
multiplicity = 1
E_HOMO = -9.7 eV
electronic energy = -607.33753 Ha

Last column: natural (NBO) charge in e.
Positions of all 10 atoms, in Å:
N 0.219 1.734 0.738  -0.85
C -1.013 0.963 0.384  -0.34
C -0.466 -0.305 -0.423  0.42
O -1.076 -0.876 -1.272  -0.53
S 1.086 -0.993 0.120  -0.04
H 0.381 2.481 -0.108  0.38
H -0.087 2.185 1.630  0.37
H -2.014 1.321 -0.257  0.21
H -1.395 0.778 1.423  0.22
H 1.697 0.046 0.636  0.16


Look up the orbital gap of the third one.
0.318 hartree


What is the formula in the fourth record?
C2H5NOS


Copy entry 3 word for word.
The following is a DFT calculation (ωB97M-V/def2-TZVPD) of the molecule C2H5NOS.

Output
orbital gap = 0.318 hartree
total charge = 0
LUMO = 0.254 eV
max |F| = 4.6 eV/Å
multiplicity = 1
E_HOMO = -8.4 eV
electronic energy = -607.26385 Ha

Last column: natural (NBO) charge in e.
Positions of all 10 atoms, in Å:
C -0.352 1.143 -0.064  -0.50
N -0.168 -0.313 -0.082  -0.10
O -1.252 -1.052 -0.267  -0.54
C 1.018 -0.869 0.065  -0.07
S 2.538 -0.241 -0.128  -0.18
H 0.808 1.306 -0.291  0.26
H -0.998 1.617 -0.966  0.24
H -0.608 1.478 1.098  0.21
H -1.899 -1.169 0.557  0.47
H 0.912 -1.901 0.077  0.20


Which of these has the lowest orbital gap?
number 3